This record from the OMol25 dataset describes a molecular structure, C3H5O3 in a non-equilibrium geometry. The level of theory is ωB97M-V/def2-TZVPD.

- orbital gap (alpha / beta) (eV) = 8.6 / 8.6
- HOMO energy (alpha / beta) (hartree) = -0.5726 / -0.5726
- lowest unoccupied orbital energy (alpha / beta) (eV) = -6.93 / -6.93

ORCA input file:
```
! wB97M-V def2-TZVPD RIJCOSX def2/J DEFGRID3
* xyz 1 1
C 0.2750 -0.2900 0.1866
C -0.5485 0.4700 1.0792
C 1.0308 0.1679 -1.0611
O -1.8278 0.3627 1.0495
O -2.2734 -0.6619 0.3565
O -1.2467 -1.2195 -0.3491
H 1.0724 -0.9381 0.7085
H -0.3745 1.2555 1.8523
H 1.2742 -0.6643 -1.5981
H 1.9942 0.5171 -0.5990
H 0.6243 1.0005 -1.6253
*
```



This record from the OMol25 dataset describes a gas-phase ion, C3H5O3S2 (charge -1) in a non-equilibrium geometry. The level of theory is ωB97M-V/def2-TZVPD.

- orbital gap (eV) = 8.4
- HOMO energy (hartree) = -0.1849
- SMILES = C=C[C@H](S)S(=O)(=O)[O-]
- lowest unoccupied orbital energy (eV) = 3.39

ORCA input file:
```
! wB97M-V def2-TZVPD RIJCOSX def2/J DEFGRID3
* xyz -1 1
C -1.8972 -0.6467 0.7630
C -1.0678 -0.2335 -0.1130
C -0.0934 0.7966 0.1668
O 1.1598 -1.6417 -0.7304
O 2.4267 0.3355 -1.1120
O 2.2661 -0.5759 1.1088
S 0.1590 2.1392 -0.9837
S 1.6341 -0.4029 -0.1610
H -2.6634 -1.3591 0.6614
H -1.7600 -0.2100 1.6858
H -1.1427 -0.7282 -1.1085
H -0.1696 0.9490 1.2607
H 1.1485 1.5777 -1.4379
*
```



What are the total energy values for these records? In order: -9318.215, -31004.989 eV.
What are the energy above the lowest of the compared OMol25 structures with the same formula, charge and spin values for these records? In order: 707.1, 192.5 kJ/mol.